(1)
Entry from OMol25: C34H57FeN3O2SSi as an isolated structure (ωB97M-V with the def2-TZVPD basis set).

* net charge: +1
* orbital gap (spin up / spin down): 8.2 / 6.6 eV
* LUMO (spin up / spin down): -3.27 / -5.00 eV
* spin multiplicity: 6

Geometry (Å):
O1 0.72742 -1.58991 0.51933
O2 0.85966 -0.28350 -4.40774
C1 2.15050 -1.69137 0.39416
C2 2.77562 -2.86299 1.11956
H1 2.53805 -0.74393 0.79670
H2 2.40296 -1.73908 -0.67702
H3 2.51665 -2.86605 2.18305
H4 3.86462 -2.79180 1.04738
H5 2.47672 -3.82358 0.68563
C3 -0.02821 -2.73942 0.13596
C4 0.18958 -3.21559 -1.28511
H6 -1.07958 -2.45208 0.28522
H7 0.20640 -3.55331 0.83714
H8 0.04572 -2.41087 -2.01820
H9 -0.54118 -4.00152 -1.49563
H10 1.18581 -3.65785 -1.41612
C5 -0.19643 0.32293 -5.16265
C6 1.81665 -1.02973 -5.16257
C7 -1.50891 -0.42000 -5.00209
H11 0.05636 0.39377 -6.23458
H12 -0.29319 1.33320 -4.74184
H13 -1.42807 -1.45633 -5.34949
H14 -2.28133 0.07447 -5.59693
H15 -1.82711 -0.42082 -3.95354
C8 1.23418 -2.19949 -5.93050
H16 2.53306 -1.38178 -4.41272
H17 2.33776 -0.35995 -5.86465
H18 0.62994 -2.84762 -5.28858
H19 2.05564 -2.79168 -6.33691
H20 0.62133 -1.86778 -6.77412
H21 1.47742 1.32070 -2.76399
N1 -1.00073 -0.92628 3.56207
C9 -2.00495 -0.47050 4.35512
C10 -2.63614 0.75023 4.09280
C11 -2.51278 1.53064 2.93798
C12 -2.37350 -1.25777 5.58157
H22 -1.51791 -1.83584 5.94299
H23 -3.20735 -1.95258 5.42106
H24 -2.66083 -0.58069 6.39706
C13 -3.39004 2.72220 2.70355
H25 -3.94958 2.66383 1.75584
H26 -2.79729 3.65127 2.68209
H27 -4.11133 2.80827 3.52219
N2 -1.56351 1.25921 1.99944
C14 -0.61754 -2.31068 3.57368
C15 0.64056 -2.73001 4.08503
C16 1.71138 -1.81846 4.59626
C17 0.89188 -4.08885 4.24635
H28 1.85128 -4.39086 4.66293
C18 -0.06722 -5.04337 3.93852
H29 0.14131 -6.10094 4.09043
C19 -1.29534 -4.64320 3.42216
H30 -2.08113 -5.36063 3.15551
C20 -1.57148 -3.28696 3.21522
C21 -2.92032 -2.92833 2.66607
C22 -1.67160 1.77999 0.65772
C23 -1.06450 3.00615 0.30762
C24 -0.10389 3.69828 1.22394
C25 -1.43843 3.63447 -0.88226
H31 -0.99328 4.60525 -1.11811
C26 -2.33193 3.03158 -1.77003
H32 -2.60009 3.52775 -2.70359
C27 -2.85643 1.77919 -1.45784
H33 -3.54071 1.27411 -2.14373
C28 -2.54196 1.14678 -0.25442
C29 -3.18232 -0.16335 0.08623
Fe1 -0.04357 0.41003 2.58319
H34 2.69206 -2.10580 4.18752
H35 1.82182 -1.89876 5.69333
H36 1.56047 -0.76493 4.33535
H37 -2.92850 -1.92653 2.20944
H38 -3.69936 -2.98413 3.44798
H39 -3.21312 -3.66483 1.89966
H40 0.35438 4.53233 0.67505
H41 0.71801 3.05881 1.57921
H42 -0.60177 4.10800 2.11748
H43 -3.66400 -0.15960 1.07617
H44 -2.46464 -0.99824 0.08210
H45 -3.95393 -0.38536 -0.66323
H46 -3.31383 1.11646 4.86063
C30 1.49440 2.38486 -2.46156
Si1 2.91664 3.36461 -3.20456
H47 0.54055 2.82093 -2.78098
H48 1.52360 2.41845 -1.36789
C31 4.46324 2.28969 -3.19605
C32 3.23965 4.93830 -2.22597
C33 2.52895 3.88404 -4.97540
H49 3.35689 4.47723 -5.39185
H50 1.61940 4.50056 -5.01237
H51 2.37538 3.00740 -5.61998
H52 4.83276 2.15237 -2.16953
H53 5.26646 2.74538 -3.79283
H54 4.24183 1.29805 -3.61555
H55 3.25745 4.73586 -1.14700
H56 2.45856 5.68579 -2.42096
H57 4.20697 5.37891 -2.50643
S1 1.51705 1.62745 3.73928
C34 0.66273 1.43245 5.18431
N3 0.08309 1.29322 6.20084

Atom charges from the Löwdin analysis, given in e for atoms 1 to 4: atom 1 (O): -0.208, atom 2 (O): -0.207, atom 3 (C): -0.250, atom 4 (C): -0.055


(2)
Entry from OMol25: CH4Br2OSi as an isolated structure (ωB97M-V with the def2-TZVPD basis set).

* orbital gap: 10.7 eV
* LUMO: 0.18 eV

Geometry (Å):
C1 0.13783 0.01563 1.59842
O1 0.86248 0.20060 -0.00843
Si1 0.02781 0.09868 -1.42537
Br1 -1.73929 0.29355 1.52325
Br2 0.64134 -1.69115 2.07713
H1 0.68964 0.92708 2.02170
H2 -1.26218 1.06663 -1.65020
H3 -0.26940 -1.27565 -1.69822
H4 0.91177 0.36465 -2.43829

Atom charges from the Löwdin analysis, given in e for atoms 1 to 4: atom 1 (C): -1.157, atom 2 (O): -0.526, atom 3 (Si): 0.442, atom 4 (Br): 0.656


(3)
Entry from OMol25: an isolated ion of composition C5H12N2O and charge -1 (ωB97M-V with the def2-TZVPD basis set).

* net charge: -1
* orbital gap (spin up / spin down): 2.5 / 8.3 eV
* LUMO (spin up / spin down): 3.70 / 3.54 eV
* spin multiplicity: 2

Geometry (Å):
C1 0.19685 -1.75789 0.65450
O1 0.21275 -2.91304 -0.16690
C2 -0.40734 -0.55888 0.03652
C3 0.06433 0.54567 1.06020
C4 0.11724 1.93351 0.28202
C5 1.48486 1.39687 -1.63474
N1 1.38799 1.90548 -0.46989
N2 -1.81312 -0.76209 -0.20318
H1 1.23778 -1.51985 0.92944
H2 -0.25336 -2.10666 1.66434
H3 -0.57033 -3.38764 -0.12065
H4 -0.01146 -0.53089 -1.04682
H5 1.14883 0.57803 1.59009
H6 -0.53537 0.73011 1.99757
H7 -0.79987 2.22579 -0.30110
H8 0.12762 2.83677 0.90570
H9 0.64385 1.05286 -2.30674
H10 2.36258 1.32440 -2.19691
H11 -2.18271 -0.62551 -1.11453
H12 -2.41112 -0.36704 0.44109

Atom charges from the Löwdin analysis, given in e for atoms 1 to 4: atom 1 (C): -0.310, atom 2 (O): -0.072, atom 3 (C): -0.417, atom 4 (C): -0.189


Which energy above the lowest of the compared OMol25 structures with the same formula, charge and spin belongs to each record? In order, 0.00; 385.31; 302.74 kJ/mol.